{
  "formula": "C20H50O10",
  "method": "ωB97M-V/def2-TZVPD",
  "homo_lumo_gap_ev": 10.1,
  "homo_ev": -9.36,
  "smiles": "COCCOC.COCCOC.COCCOC.COCCOC.COCCOC",
  "de_lowest_ev": 3.156,
  "energy_ev": -42019.1166,
  "spin_multiplicity": 1,
  "elements": ["C", "O", "C", "C", "O", "C", "H", "H", "H", "H", "H", "H", "H", "H", "H", "H", "C", "O", "C", "C", "O", "C", "H", "H", "H", "H", "H", "H", "H", "H", "H", "H", "C", "O", "C", "C", "O", "C", "H", "H", "H", "H", "H", "H", "H", "H", "H", "H", "C", "O", "C", "C", "O", "C", "H", "H", "H", "H", "H", "H", "H", "H", "H", "H", "C", "O", "C", "C", "O", "C", "H", "H", "H", "H", "H", "H", "H", "H", "H", "H"],
  "coordinates": [[4.084120, -0.994479, -1.568469], [3.220595, -0.561266, -0.536516], [2.383257, -1.555171, 0.019425], [2.074318, -1.233089, 1.477544], [3.136450, -1.400178, 2.363512], [4.115613, -0.361942, 2.368687], [4.572066, -0.116270, -1.977211], [3.531114, -1.552010, -2.331247], [4.831494, -1.681019, -1.154774], [2.775142, -2.563954, -0.159333], [1.454926, -1.557195, -0.571469], [1.297184, -1.943377, 1.779817], [1.591639, -0.251068, 1.565959], [4.842642, -0.558505, 3.159432], [3.648774, 0.593451, 2.616314], [4.667405, -0.471432, 1.434472], [-4.952049, -0.696475, -1.979484], [-4.132873, -0.024120, -2.898553], [-4.592070, 1.241746, -3.361922], [-4.050895, 2.344990, -2.484233], [-4.510016, 2.175673, -1.147942], [-4.001164, 3.214077, -0.329798], [-4.586389, -1.715820, -1.843095], [-5.972338, -0.793774, -2.367545], [-4.961186, -0.227600, -0.994017], [-5.688061, 1.248972, -3.328562], [-4.279476, 1.300754, -4.401916], [-4.364112, 3.309443, -2.905134], [-2.958213, 2.325511, -2.432098], [-2.919821, 3.354035, -0.456397], [-4.144384, 2.855245, 0.687292], [-4.467232, 4.173222, -0.564390], [-1.758191, -6.121266, -0.091816], [-0.792371, -5.421861, -0.814673], [-1.218454, -4.806546, -1.991027], [-0.041911, -4.016116, -2.558248], [-0.511847, -3.232105, -3.622291], [0.555544, -2.531955, -4.232492], [-2.279065, -6.918919, -0.651950], [-2.561580, -5.469501, 0.263039], [-1.240021, -6.716073, 0.658786], [-1.971797, -4.039673, -1.757895], [-1.551229, -5.497230, -2.771716], [0.781597, -4.693942, -2.827670], [0.409581, -3.365080, -1.792980], [0.977301, -1.871558, -3.467614], [0.198072, -1.924705, -5.061519], [1.296148, -3.220983, -4.647165], [-1.746946, -0.716176, 0.806214], [-0.864076, 0.181914, 0.163867], [-0.799467, -0.097914, -1.221685], [0.271948, 0.707674, -1.944132], [0.221279, 2.125651, -1.994725], [0.232008, 2.703226, -0.693998], [-1.639226, -0.536101, 1.878551], [-1.562736, -1.772334, 0.600650], [-2.786491, -0.450912, 0.582495], [-1.764230, 0.087709, -1.713817], [-0.572550, -1.155227, -1.413102], [0.213771, 0.444650, -3.003514], [1.273291, 0.428873, -1.595679], [0.959292, 2.199655, -0.046286], [-0.714414, 2.501037, -0.187817], [0.456033, 3.754244, -0.838687], [0.182917, 2.409666, 3.053073], [0.313378, 2.581537, 4.448633], [1.245326, 3.552596, 4.840772], [2.710059, 3.118490, 4.766634], [3.559451, 4.226032, 4.856704], [4.902040, 3.887893, 4.727628], [1.015814, 1.917706, 2.545343], [-0.067163, 3.348663, 2.545090], [-0.702743, 1.777808, 2.953432], [0.956127, 3.832422, 5.857715], [1.110312, 4.494989, 4.287882], [2.830923, 2.581130, 3.816812], [2.895288, 2.443314, 5.610036], [5.221824, 3.065566, 5.379098], [5.525063, 4.762662, 4.908120], [5.185662, 3.562698, 3.713574]],
  "forces_ev_per_a": [[-0.3, -0.5, 0.5], [0.4, 0.4, 0.1], [-0.3, 0.2, -0.6], [-0.6, -0.5, -0.5], [0.4, -0.1, 0.7], [0.1, -1.0, 0.0], [0.0, 0.0, -0.1], [0.0, 0.2, -0.2], [0.1, 0.0, -0.1], [0.4, 0.0, 0.5], [-0.2, 0.1, 0.3], [0.1, -0.1, 0.1], [0.3, 0.2, -0.2], [-0.3, -0.3, 0.2], [0.1, 0.2, -0.6], [-0.1, 1.0, -0.1], [-0.3, -0.3, 0.2], [0.5, -0.1, -0.3], [-0.2, -0.8, 0.9], [0.1, 0.0, 0.0], [0.1, 0.4, -0.5], [0.3, -0.6, 0.1], [0.3, 0.1, -0.2], [-0.1, 0.2, 0.1], [-0.1, 0.2, -0.1], [0.0, 0.1, -0.1], [0.2, 0.4, 0.0], [0.0, 0.1, 0.1], [0.1, 0.0, -0.4], [0.0, -0.2, -0.2], [-0.3, 0.5, 0.1], [-0.3, 0.0, 0.3], [-0.6, -1.0, -0.4], [0.6, -0.4, 0.0], [0.3, 1.2, -0.2], [0.3, -0.1, 0.6], [0.0, -0.2, -0.6], [-0.2, 0.1, 0.2], [0.2, 0.3, -0.5], [0.2, 0.1, 0.5], [-0.1, 0.6, 0.5], [-0.4, -0.4, -0.2], [-0.3, -0.1, 0.2], [-0.2, -0.1, -0.4], [-0.3, 0.0, 0.2], [0.5, 0.0, -0.2], [-0.3, 0.0, 0.1], [0.2, 0.0, 0.2], [-0.4, 0.8, 0.8], [0.2, -0.8, -0.2], [-0.3, 0.8, -0.7], [0.7, 0.1, -0.6], [-0.6, -0.2, 0.7], [-0.1, -0.6, -0.1], [0.1, -0.2, 0.0], [0.2, 0.0, -0.2], [0.0, -0.2, -0.3], [-0.1, 0.0, 0.2], [0.1, -0.1, 0.1], [0.0, -0.4, 0.1], [0.0, -0.1, 0.2], [0.4, 0.2, -0.2], [-0.2, 0.5, -0.1], [-0.1, 0.1, 0.3], [-1.0, -0.2, 0.0], [0.5, -0.2, -0.2], [-0.1, 1.2, 0.5], [-0.8, -0.5, 0.1], [-0.3, 0.4, 0.0], [1.1, -0.3, -0.5], [0.2, 0.1, 0.2], [0.3, 0.1, 0.1], [0.2, -0.1, -0.2], [0.3, -0.2, 0.1], [0.1, -0.2, -0.4], [0.3, 0.0, 0.0], [0.2, -0.2, -0.2], [-0.2, 0.1, 0.3], [-0.2, 0.1, 0.3], [-0.4, 0.0, -0.1]]
}

=====

{
  "formula": "C5H11NO2",
  "method": "ωB97M-V/def2-TZVPD",
  "total_charge": -1,
  "s_squared": 0.750,
  "homo_lumo_gap_ev": [2.5, 8.1],
  "homo_ev": [1.02, -4.70],
  "de_lowest_ev": 0.670,
  "energy_ev": -10947.1673,
  "spin_multiplicity": 2,
  "elements": ["C", "C", "N", "C", "C", "C", "H", "H", "H", "H", "H", "H", "H", "H", "H", "O", "H", "H", "O"],
  "coordinates": [[-0.495497, 1.303440, -0.324274], [0.724927, 1.444697, -0.906796], [1.591833, 0.545767, -0.330476], [0.929970, -0.146710, 0.640936], [-0.365017, 0.285909, 0.670019], [1.562519, -1.231412, 1.454378], [-1.369101, 1.903164, -0.546262], [1.142252, 2.112765, -1.633063], [2.557340, 0.384688, -0.505546], [-1.108382, -0.015015, 1.392544], [2.642689, -1.069489, 1.545927], [1.149753, -1.203706, 2.464458], [1.496547, -2.186096, 0.948516], [-3.206880, 1.407560, 1.518384], [-3.409514, 1.596456, -0.001020], [-3.692487, 1.043257, 0.755473], [0.161982, -1.345475, -2.627876], [-0.053965, -2.607685, -1.827812], [-0.258968, -2.222115, -2.687514]],
  "forces_ev_per_a": [[-0.2, 0.1, 0.2], [1.1, -0.2, -0.3], [-1.4, -0.1, 0.7], [0.0, -0.5, 0.3], [-0.2, 0.5, 0.0], [0.7, 0.8, -0.2], [0.2, -0.1, 0.0], [-0.3, 0.2, -0.3], [0.8, 0.1, -0.5], [0.0, -0.2, -0.2], [0.0, 0.1, 0.1], [-0.1, -0.4, -0.1], [-0.4, -0.4, 0.1], [-0.2, -0.2, -0.5], [-0.1, -0.5, 0.6], [0.2, 0.7, -0.1], [-0.1, -0.3, 0.0], [0.0, -0.1, 0.1], [0.1, 0.3, -0.1]]
}

=====

{
  "formula": "C41H54CaN2O2PS2Si",
  "method": "ωB97M-V/def2-TZVPD",
  "total_charge": -1,
  "homo_lumo_gap_ev": 7.4,
  "homo_ev": -4.97,
  "de_lowest_ev": 0.359,
  "energy_ev": -107747.7184,
  "spin_multiplicity": 1,
  "elements": ["Ca", "C", "Si", "C", "N", "C", "C", "C", "C", "C", "C", "C", "C", "C", "C", "C", "C", "C", "C", "C", "C", "C", "H", "H", "H", "H", "H", "H", "H", "H", "H", "H", "H", "H", "H", "H", "H", "H", "H", "H", "H", "H", "H", "H", "H", "H", "C", "C", "C", "P", "C", "C", "C", "C", "C", "C", "H", "H", "H", "H", "H", "H", "H", "H", "H", "H", "H", "H", "H", "H", "H", "H", "H", "H", "H", "H", "H", "C", "C", "C", "C", "C", "C", "H", "H", "H", "H", "H", "O", "S", "O", "N", "C", "S", "C", "C", "C", "C", "C", "C", "H", "H", "H", "H"],
  "coordinates": [[0.260359, 0.901633, -0.729144], [2.678609, 0.480420, -0.530109], [2.947060, 1.015183, 1.171932], [1.593738, 0.219799, 2.275567], [0.207419, 0.348702, 1.749380], [-0.448904, 1.619145, 2.150805], [-1.557843, 1.447520, 3.190765], [-1.124768, 0.462932, 4.271644], [-0.824333, -0.914444, 3.645549], [-0.628745, -0.800001, 2.131292], [4.539106, 0.548899, 2.109720], [4.788229, -0.785492, 2.444420], [5.962466, -1.171773, 3.074911], [6.929577, -0.223423, 3.381108], [6.710892, 1.106065, 3.051334], [5.528761, 1.482825, 2.425440], [2.801279, 2.897028, 1.334727], [2.707047, 3.523480, 2.582613], [2.622298, 4.902292, 2.697023], [2.633689, 5.693982, 1.552992], [2.729160, 5.096612, 0.306164], [2.813444, 3.712482, 0.203968], [2.781436, -0.606564, -0.621432], [3.362101, 0.955210, -1.240753], [1.654469, 0.560737, 3.319887], [1.829567, -0.849389, 2.294320], [-0.871629, 2.129986, 1.271920], [0.314925, 2.291068, 2.546362], [-2.472964, 1.083812, 2.715517], [-1.794859, 2.425999, 3.612974], [-1.896748, 0.378987, 5.038654], [-0.232088, 0.852686, 4.768902], [-1.639176, -1.616815, 3.836597], [0.069625, -1.345569, 4.099755], [-1.595570, -0.690702, 1.631781], [-0.176390, -1.703807, 1.722479], [4.055206, -1.546054, 2.193844], [6.126981, -2.213657, 3.322945], [7.849748, -0.520354, 3.869521], [7.462145, 1.852511, 3.281493], [5.372046, 2.527160, 2.179341], [2.705059, 2.920104, 3.486498], [2.545104, 5.362587, 3.675118], [2.559292, 6.771420, 1.635918], [2.712944, 5.702396, -0.591251], [2.856086, 3.256677, -0.778268], [-2.956354, -2.617026, -0.097996], [-3.136506, -2.054444, -1.509605], [-4.580139, -2.262038, -1.965645], [-2.469985, -0.325794, -1.646487], [-3.977704, 0.747392, -1.439478], [-3.730885, 2.183830, -1.901533], [-4.391008, 0.739988, 0.032990], [-2.078619, -0.095371, -3.455193], [-3.203076, -0.370397, -4.449559], [-0.826420, -0.876655, -3.858061], [-3.283413, -3.659720, -0.082569], [-3.543970, -2.064753, 0.642221], [-1.908034, -2.592744, 0.195122], [-2.469388, -2.635704, -2.149975], [-5.284710, -1.793201, -1.273629], [-4.796381, -3.332983, -1.975006], [-4.779077, -1.871481, -2.961581], [-4.794825, 0.325096, -2.030696], [-2.890067, 2.634342, -1.369909], [-4.620746, 2.789145, -1.707679], [-3.513622, 2.250037, -2.967572], [-3.569244, 1.101041, 0.658364], [-4.670370, -0.255538, 0.380890], [-5.244527, 1.404536, 0.190355], [-1.834876, 0.972791, -3.505045], [-3.413243, -1.439444, -4.510931], [-2.898251, -0.040507, -5.446385], [-4.125897, 0.152085, -4.192149], [-1.001565, -1.954626, -3.831642], [0.023774, -0.696918, -3.197869], [-0.529436, -0.601769, -4.873240], [-0.942580, 5.831516, -2.420533], [-0.892798, 5.573392, -1.056906], [-0.587151, 4.294549, -0.600631], [-0.322631, 3.203953, -1.449976], [-0.377303, 3.525640, -2.819189], [-0.675764, 4.795875, -3.305373], [-1.179147, 6.824073, -2.786114], [-1.085851, 6.372483, -0.347818], [-0.538490, 4.164170, 0.480019], [-0.176355, 2.753163, -3.563496], [-0.699349, 4.979264, -4.375073], [-2.443921, -6.102947, -1.748430], [-1.180605, -5.745009, -2.343301], [-0.967903, -6.137329, -3.711963], [-0.880535, -4.150296, -2.134219], [0.143618, -3.937166, -1.336919], [0.721526, -2.432042, -0.855911], [0.802675, -5.193035, -0.843212], [1.905617, -5.324125, -0.016458], [2.335017, -6.604327, 0.307950], [1.676602, -7.729336, -0.182287], [0.570925, -7.597547, -1.013100], [0.160755, -6.318102, -1.324650], [2.405845, -4.437830, 0.350464], [3.197106, -6.732141, 0.950509], [2.032582, -8.716068, 0.085708], [0.050873, -8.462212, -1.403784]],
  "forces_ev_per_a": [[-0.2, -0.6, 0.0], [0.3, 0.1, 0.2], [0.0, 0.0, 0.0], [-0.1, 0.0, 0.0], [0.0, 0.0, 0.0], [0.0, 0.1, 0.0], [0.0, 0.0, 0.0], [0.0, 0.0, 0.0], [0.0, 0.0, 0.0], [0.0, 0.0, 0.0], [0.0, 0.0, 0.0], [0.0, 0.0, 0.0], [0.0, 0.0, 0.0], [0.0, 0.0, 0.0], [0.0, 0.0, 0.0], [0.0, 0.0, 0.0], [0.1, 0.0, 0.0], [0.0, 0.0, 0.0], [0.0, 0.0, 0.0], [0.0, 0.0, 0.0], [0.0, 0.0, 0.0], [-0.1, 0.0, 0.0], [0.0, 0.0, 0.0], [0.0, 0.0, 0.0], [0.0, 0.0, 0.0], [0.0, 0.0, 0.0], [0.0, 0.0, 0.0], [0.0, 0.0, 0.0], [0.0, 0.0, 0.0], [0.0, 0.0, 0.0], [0.0, 0.0, 0.0], [0.0, 0.0, 0.0], [0.0, 0.0, 0.0], [0.0, 0.0, 0.0], [0.0, 0.0, 0.0], [0.0, 0.0, 0.0], [0.0, 0.0, 0.0], [0.0, 0.0, 0.0], [0.0, 0.0, 0.0], [0.0, 0.0, 0.0], [0.0, 0.0, 0.0], [0.0, 0.0, 0.0], [0.0, 0.0, 0.0], [0.0, 0.0, 0.0], [0.0, 0.0, 0.0], [0.0, 0.0, 0.0], [0.0, 0.0, 0.0], [0.0, 0.1, 0.0], [0.0, 0.0, 0.0], [-0.2, 0.2, -0.2], [0.0, 0.0, 0.0], [0.0, 0.0, 0.0], [0.0, 0.0, 0.0], [0.0, 0.0, 0.0], [0.0, 0.0, 0.0], [0.0, 0.0, 0.0], [0.0, 0.0, 0.0], [0.0, 0.0, 0.0], [0.0, 0.0, 0.0], [0.0, 0.0, 0.0], [0.0, 0.0, 0.0], [0.0, 0.0, 0.0], [0.0, 0.0, 0.0], [0.0, 0.0, 0.0], [0.0, 0.0, 0.0], [0.0, 0.0, 0.0], [0.0, 0.0, 0.0], [0.0, 0.0, 0.0], [0.0, 0.0, 0.0], [0.0, 0.0, 0.0], [0.0, 0.0, 0.0], [0.0, 0.0, 0.0], [0.0, 0.0, 0.0], [0.0, 0.0, 0.0], [0.0, 0.0, 0.0], [0.0, 0.0, 0.0], [0.0, 0.0, 0.0], [0.0, 0.0, 0.0], [0.0, 0.0, 0.0], [0.0, 0.0, -0.1], [0.0, 0.0, 0.0], [0.0, 0.0, 0.0], [0.0, 0.0, 0.0], [0.0, 0.0, 0.0], [0.0, 0.0, 0.0], [0.0, 0.0, 0.0], [0.0, 0.0, 0.0], [0.0, 0.0, 0.0], [0.0, 0.0, 0.0], [0.1, -0.1, 0.0], [0.0, 0.0, 0.0], [0.1, -0.2, 0.0], [-0.2, 0.1, -0.1], [0.2, 0.1, 0.1], [0.0, -0.1, 0.0], [0.0, 0.0, 0.0], [0.0, 0.0, 0.0], [0.0, 0.0, 0.0], [0.0, 0.0, 0.0], [0.0, 0.2, 0.0], [0.0, 0.0, 0.0], [0.0, 0.0, 0.0], [0.0, 0.0, 0.0], [0.0, 0.0, 0.0]]
}